C30H48AsFN2ScSi3 as an isolated structure, computed with the ωB97M-V functional and the def2-TZVPD basis.

Structure (XYZ):
```
86
Properties=species:S:1:pos:R:3:forces:R:3
Sc -0.06641 0.28081 -0.12600 0.4 0.5 -0.2
C 0.78336 1.79173 4.75770 -0.1 0.0 -0.1
Si -0.12083 1.62276 3.11036 0.0 0.0 0.1
C -1.95833 1.63011 3.51735 0.1 0.0 -0.1
C 0.42153 3.15770 2.12183 -0.1 -0.1 -0.1
C 0.27746 0.09552 2.10739 0.0 -0.1 0.2
C 1.72740 0.01423 1.79093 0.1 -0.1 0.1
C 2.78911 -0.07717 2.70294 -0.1 0.0 0.0
C 4.07976 -0.18474 2.23839 0.1 0.0 0.0
C 4.33370 -0.19763 0.86647 -0.2 0.0 -0.2
C 3.26032 -0.09766 0.01037 0.3 -0.1 0.2
N 2.00396 0.00477 0.46630 -0.1 0.2 -0.1
Si -0.32466 -1.55090 2.78744 -0.1 -0.1 0.1
C 0.49832 -2.91965 1.77100 0.0 0.2 0.0
C 0.13164 -1.87091 4.58713 -0.1 0.0 -0.2
C -2.21061 -1.68128 2.68281 0.2 0.1 0.0
H 0.39736 2.67756 5.26761 0.0 0.0 0.0
H 1.85435 1.94760 4.63949 0.1 0.0 0.0
H 0.63126 0.94362 5.42404 0.0 -0.1 0.0
H -2.29155 2.62355 3.81628 0.0 0.1 0.0
H -2.15185 0.96237 4.35744 0.0 0.0 0.1
H -2.58437 1.28807 2.69225 0.0 0.0 0.0
H -0.25716 3.99989 2.26289 0.0 0.0 0.0
H 0.51163 2.99837 1.03914 0.0 0.0 0.0
H 1.40300 3.48968 2.46062 0.1 0.0 0.0
H 2.57843 -0.08013 3.76128 0.0 0.0 0.0
H 4.89995 -0.26673 2.93924 0.0 0.0 0.0
H 5.33678 -0.28994 0.47907 0.0 0.0 0.0
H 3.38108 -0.10585 -1.06388 0.0 0.0 0.0
H 1.53357 -3.05655 2.08596 0.1 0.0 0.0
H 0.51870 -2.74338 0.69126 0.0 0.0 0.0
H -0.01023 -3.87091 1.92528 -0.1 -0.1 0.0
H 1.20412 -1.81754 4.77074 0.1 0.0 0.0
H -0.19172 -2.87466 4.86664 0.0 -0.1 0.0
H -0.36369 -1.17647 5.26533 0.0 0.1 0.0
H -2.64688 -1.12982 1.84822 0.0 0.0 0.0
H -2.67613 -1.30935 3.59508 0.0 0.0 0.1
H -2.50777 -2.72446 2.57591 0.0 -0.1 0.0
C -0.06116 1.46158 -4.76978 0.1 0.0 0.2
Si 0.87613 0.80001 -3.26899 0.0 0.0 -0.2
C 1.48664 2.21684 -2.16359 -0.1 -0.1 0.1
C 2.34606 -0.20708 -3.87311 -0.2 0.2 0.1
N -0.14547 -0.11314 -2.19259 0.2 0.1 0.4
C -0.89729 -1.19792 -2.58736 -0.2 -0.2 -0.1
C -1.08687 -1.69661 -3.88403 0.0 0.0 0.1
C -1.88788 -2.80597 -4.10630 0.0 0.0 0.0
C -2.53200 -3.46628 -3.06868 0.0 0.0 0.0
C -2.38062 -3.00582 -1.76439 0.1 0.1 -0.1
C -1.58590 -1.90541 -1.61030 0.0 0.0 0.1
F -1.38933 -1.37223 -0.29674 -0.2 -0.2 -0.2
H 0.29319 2.45557 -5.04659 0.0 0.0 0.0
H -1.13676 1.52761 -4.60569 -0.1 0.0 0.1
H 0.09234 0.82042 -5.63777 0.0 0.0 0.0
H 1.55380 3.14808 -2.72592 0.0 0.0 -0.1
H 2.47381 2.02261 -1.75056 0.1 0.0 0.0
H 0.82454 2.46696 -1.31529 0.1 -0.1 -0.1
H 3.03903 0.42492 -4.43056 0.0 0.0 0.0
H 2.03891 -1.01222 -4.53934 -0.1 0.0 0.0
H 2.89838 -0.66296 -3.05261 0.0 0.0 0.0
H -0.59829 -1.21380 -4.71712 0.0 0.0 -0.1
H -2.00905 -3.16298 -5.11921 0.0 0.0 0.0
H -3.14914 -4.32939 -3.26544 0.0 0.0 0.0
H -2.85536 -3.47226 -0.91431 0.0 0.0 0.0
C -3.00938 3.46828 0.67177 0.0 0.0 0.0
As -2.06662 2.22546 -0.48562 -0.2 0.1 -0.1
C -1.67878 3.43557 -1.95253 -0.1 0.0 0.0
C -3.52785 1.09706 -1.18725 0.0 0.0 0.0
C -4.62174 1.86865 -1.85433 0.0 0.0 0.0
C -4.56214 2.13011 -3.21954 0.0 0.0 0.0
C -5.54949 2.87775 -3.83930 0.0 0.0 -0.1
C -6.61388 3.37225 -3.10127 0.0 0.0 0.0
C -6.68764 3.11088 -1.74162 0.0 0.0 0.0
C -5.69762 2.36336 -1.12239 0.0 0.0 0.0
H -3.76020 3.98037 0.06861 0.0 0.0 0.0
H -2.30654 4.19518 1.07438 0.0 0.0 0.0
H -3.49454 2.94699 1.49175 0.0 0.0 0.0
H -2.60964 3.88710 -2.29856 0.0 0.0 0.0
H -1.20195 2.90497 -2.77351 0.0 0.0 0.0
H -1.00865 4.21540 -1.58876 0.0 0.0 0.0
H -3.90256 0.52689 -0.33194 0.0 0.0 0.0
H -3.06256 0.39291 -1.88074 0.0 0.0 0.0
H -3.74014 1.73354 -3.80452 0.0 0.0 0.0
H -5.49239 3.06925 -4.90213 0.0 0.0 0.0
H -7.38798 3.95044 -3.58480 0.0 0.0 0.0
H -7.52128 3.48291 -1.16202 0.0 0.0 0.0
H -5.76964 2.15140 -0.06192 0.0 0.0 0.0
```
Positions in Å, forces in eV/Å.

Properties
Max |F| (eV Å⁻¹): 0.6
Net charge: +1
Lowest unoccupied orbital energy (hartree): -0.101
Highest occupied orbital energy (eV): -10.761
ΔE to the lowest compared entry with this formula, charge and spin (eV): 0.000

Löwdin atomic charge list, values in e, 4 entries: number 1, Sc, carries 0.92; number 2, C, carries -0.17; number 3, Si, carries 0.45; number 4, C, carries -0.17

---

C11H9Br6N2O4PbS4Sb as an isolated structure, computed with the ωB97M-V functional and the def2-TZVPD basis.

Structure (XYZ):
```
38
Properties=species:S:1:pos:R:3:forces:R:3
Pb 0.20075 0.56602 1.61973 -0.6 -0.1 0.0
Br -1.71660 4.07226 2.25335 0.0 0.0 0.0
C -0.42307 4.77318 1.01433 0.1 0.0 0.0
Br -1.06224 4.83456 -0.80566 0.0 0.0 0.1
H 0.45093 4.12837 1.04595 0.0 0.0 0.0
H -0.19034 5.78473 1.31531 0.0 0.0 0.0
S 5.56690 0.35601 0.87000 0.1 0.0 -0.1
Sb 4.01380 1.40581 2.13447 -0.1 0.0 -0.1
S 2.84714 -0.61307 3.18481 0.3 0.0 -0.2
S 2.31543 2.31695 0.79423 0.1 0.1 -0.1
S 4.56140 2.66561 3.92567 0.0 0.0 0.1
Br -5.74107 -3.46251 -0.15362 0.0 0.0 0.0
C -4.52740 -2.01141 -0.00518 0.1 0.1 0.0
C -4.87457 -0.75370 -0.46349 0.1 0.0 0.0
Br -6.57177 -0.42979 -1.24460 0.0 0.0 0.0
C -3.93994 0.29106 -0.34134 0.1 0.0 0.0
Br -4.31729 2.04056 -0.96346 -0.1 0.0 0.0
C -2.68010 0.12140 0.22685 -0.1 0.0 0.0
O -1.81082 1.10451 0.31092 0.0 0.0 0.1
C -2.31169 -1.19074 0.71833 -0.1 0.0 -0.1
O -1.15311 -1.38299 1.24819 0.1 0.1 0.1
C -3.26327 -2.21483 0.57204 0.0 0.1 0.0
Br -2.72326 -3.91783 1.21104 0.0 0.0 0.0
C 1.43392 -1.17663 -2.79974 0.0 0.0 0.0
C 1.30084 -0.82412 -1.35318 0.2 -0.1 0.2
N 0.44652 -0.00544 -0.88661 0.0 0.1 -0.1
O -0.39324 0.58658 -1.77679 0.1 0.0 0.1
C 2.22583 -1.42934 -0.34257 -0.2 0.2 -0.3
C 3.31007 -2.37415 -0.74990 0.0 0.1 0.0
N 2.02318 -1.05549 0.85492 0.2 -0.3 0.1
O 2.89787 -1.59087 1.78447 -0.3 0.2 0.3
H 0.60396 -0.75785 -3.35995 0.0 0.0 0.0
H 1.44756 -2.26037 -2.92966 0.0 0.0 0.0
H 2.36786 -0.77771 -3.20294 0.0 0.0 0.0
H -1.05129 1.01367 -1.15088 0.1 -0.1 0.0
H 3.73559 -2.07705 -1.70768 0.0 0.0 0.0
H 2.90781 -3.38625 -0.84935 0.0 0.0 0.0
H 4.09370 -2.36913 0.00198 0.0 0.0 0.0
```
Positions in Å, forces in eV/Å.

Properties
Max |F| (eV Å⁻¹): 0.6
Net charge: -2
Lowest unoccupied orbital energy (hartree): 0.141
Highest occupied orbital energy (eV): -2.397
ΔE to the lowest compared entry with this formula, charge and spin (eV): 0.128

natural (NBO) atomic charge list, values in e, 4 entries: number 1, Pb, carries 1.34; number 2, Br, carries 0.04; number 3, C, carries -0.53; number 4, Br, carries 0.02

---

An isolated ion of composition C8H16NO4S and charge +1, computed with the ωB97M-V functional and the def2-TZVPD basis.

Structure (XYZ):
```
30
Properties=species:S:1:pos:R:3:forces:R:3
C -1.42307 0.09112 -0.15635 -2.2 1.4 -2.0
C -1.49241 1.18728 0.91865 -1.2 0.0 0.2
C -0.41926 -1.11367 -1.94346 0.0 0.5 2.0
C -1.31700 2.65078 0.67288 3.6 -0.8 0.0
C 0.86602 -1.82085 1.07665 0.8 -0.8 -3.9
C 2.36906 -0.52368 -0.55686 -1.4 2.5 -0.9
C 0.94189 0.65545 1.21030 1.5 1.1 -2.7
C 1.02917 -0.50993 0.20526 -0.5 -0.1 0.9
N -0.12943 -0.09577 -0.81326 1.5 -0.3 -0.9
O -0.35406 0.68586 1.85837 -0.3 0.5 0.9
O 0.40351 -1.16262 -2.99119 2.4 -1.0 -0.2
O -0.87211 -0.52025 -3.04310 -2.6 0.5 -1.0
O -0.97420 -2.21309 -1.37849 2.1 1.5 1.5
S 0.31586 1.53562 -1.54118 0.0 -0.3 -1.0
H -1.62784 -0.80648 0.36486 -0.7 -1.2 0.4
H -2.21075 0.24789 -1.06518 1.6 -0.1 2.5
H -2.47248 1.10836 1.49897 1.5 -0.7 -0.4
H -1.89325 2.90111 -0.15913 -0.5 0.5 -1.7
H -0.19702 2.83081 0.51470 -2.1 0.4 -0.3
H -1.59976 3.28894 1.44027 -0.9 0.6 2.0
H 0.11531 -2.45573 0.60510 -0.1 -0.1 0.4
H 1.83485 -2.40952 0.94484 -1.3 0.9 0.8
H 0.60772 -1.58995 2.05953 -0.1 -0.1 1.9
H 2.43573 0.59842 -0.77887 0.6 -1.7 -0.4
H 2.16029 -1.06767 -1.52426 1.0 0.5 1.1
H 3.26174 -0.79091 0.01954 -0.6 -0.5 -0.1
H -0.56008 -0.23602 2.00431 -0.5 -0.9 0.8
H 1.82995 0.47308 1.78756 -0.3 0.4 1.6
H 0.97322 1.65423 0.69831 0.6 -1.3 0.5
H -1.60158 -2.59283 -1.92878 -1.9 -1.4 -2.0
```
Positions in Å, forces in eV/Å.

Properties
Max |F| (eV Å⁻¹): 4.1
Net charge: +1
Lowest unoccupied orbital energy (hartree): -0.119
Highest occupied orbital energy (eV): -11.421
ΔE to the lowest compared entry with this formula, charge and spin (eV): 3.191

natural (NBO) atomic charge list, values in e, 4 entries: number 1, C, carries -0.28; number 2, C, carries 0.12; number 3, C, carries 0.83; number 4, C, carries -0.65

---

Question: Which formula does entry 1 have?
Answer: C30H48AsFN2ScSi3